# 1
Here is a molecular structure, C3H9NO2 in a non-equilibrium geometry from OMol25. Energies are from ωB97M-V/def2-TZVPD.

Computed properties:
- E_tot: -324.7705 a.u.
- Relative energy (zero: lowest compared OMol25 entry of this formula, charge and spin): 5.4989 eV
- Net charge: 0
- 2S+1: 1

```
15
Properties=species:S:1:pos:R:3:mulliken_charge:R:1
O -2.51012 -1.04253 -0.09191 -0.472
O -0.93233 -0.54034 -0.05715 -0.655
N 1.25038 0.08953 0.05709 -0.240
C -0.45370 1.72187 -0.05185 -1.158
C -0.07278 0.29600 -0.02512 0.858
C 1.92383 -1.20466 -0.06919 -0.800
H 2.40560 -1.54475 0.89094 0.239
H -2.66053 -0.14329 -0.10189 0.283
H 1.93493 0.91596 0.07835 0.245
H -1.23407 1.77365 -0.85396 0.260
H -2.92877 -1.47846 0.66386 0.263
H -0.98229 1.82670 0.85877 0.281
H 2.79029 -1.21947 -0.78941 0.266
H 0.36673 2.40507 -0.11091 0.328
H 1.10282 -1.85528 -0.39763 0.301
```

---

# 2
Here is 2 unconnected molecules or ions with the total composition C3H9NO2 in a non-equilibrium geometry from OMol25. Energies are from ωB97M-V/def2-TZVPD.

Computed properties:
- E_tot: -324.9228 a.u.
- Relative energy (zero: lowest compared OMol25 entry of this formula, charge and spin): 1.3558 eV
- Net charge: 0
- SMILES: CC(=O)O.CN
- 2S+1: 1

```
15
Properties=species:S:1:pos:R:3:mulliken_charge:R:1
O 1.10553 -1.47793 -2.68210 -0.563
O 0.45589 -1.77083 -0.59772 -0.428
N -0.70360 1.40785 1.79814 -0.523
C 0.43474 0.48799 1.67180 -0.536
C -0.51189 0.06755 -1.65247 -0.939
C 0.44537 -1.07751 -1.76624 0.759
H -1.38850 1.35960 1.05190 0.224
H -1.23849 1.31867 2.65685 0.196
H -1.18896 -0.07227 -0.80939 0.255
H 1.27612 0.98683 2.22761 0.270
H 0.62727 0.60319 0.61444 0.152
H -0.94533 0.05373 -2.67123 0.299
H 0.45849 -0.52610 2.07916 0.209
H 1.21485 -2.38824 -0.56269 0.321
H -0.04149 1.02748 -1.35804 0.305
```

---

# 3
Here is 2 unconnected molecules or ions with the total composition C3H9NO2 in a non-equilibrium geometry from OMol25. Energies are from ωB97M-V/def2-TZVPD.

Computed properties:
- E_tot: -324.9349 a.u.
- Relative energy (zero: lowest compared OMol25 entry of this formula, charge and spin): 1.0251 eV
- Net charge: 0
- SMILES: CC(N)=O.CO
- 2S+1: 1

```
15
Properties=species:S:1:pos:R:3:mulliken_charge:R:1
O -0.21758 -0.68974 -3.07209 -0.506
O 0.78014 1.07970 0.47021 -0.589
N 1.15767 -0.88526 1.46813 -0.418
C 0.48560 0.29890 1.35056 0.649
C -0.48264 0.63122 2.44128 -0.885
C -1.35424 -0.13239 -2.33927 -0.339
H -1.48759 0.83082 2.07525 0.250
H 0.41337 -0.95863 -2.39707 0.291
H 0.86727 -1.68535 2.00102 0.197
H -2.04374 -0.95998 -2.25190 0.224
H -0.55049 -0.15587 3.19416 0.327
H -1.75952 0.60752 -3.01717 0.204
H -0.14406 1.49698 3.00643 0.249
H -1.05432 0.30300 -1.39880 0.114
H 1.83024 -1.08309 0.74360 0.230
```

---

# 4
Here is 2 unconnected molecules or ions with the total composition C3H9NO2 in a non-equilibrium geometry from OMol25. Energies are from ωB97M-V/def2-TZVPD.

Computed properties:
- E_tot: -324.8544 a.u.
- Relative energy (zero: lowest compared OMol25 entry of this formula, charge and spin): 3.2164 eV
- Net charge: 0
- SMILES: C=NC.OCO
- 2S+1: 1

```
15
Properties=species:S:1:pos:R:3:mulliken_charge:R:1
O -0.99014 -1.86773 -1.06334 -0.594
O -1.76543 -0.61567 0.49996 -0.639
N 0.43073 1.04286 0.30614 -0.332
C 1.22748 1.50369 1.16272 -0.320
C -1.01199 -1.90069 0.30181 -0.083
C 0.81566 0.96740 -1.08475 -0.867
H -1.66625 -2.67367 0.72889 0.257
H -0.00531 -1.84184 0.74138 0.212
H 1.84443 1.29678 -1.27054 0.358
H 0.12793 1.59136 -1.65882 0.267
H 0.66452 -0.06109 -1.41946 0.289
H 0.92043 1.55352 2.20105 0.267
H -1.07871 0.09949 0.58477 0.541
H -1.73494 -0.98646 -0.94781 0.416
H 2.22158 1.89207 0.91800 0.229
```